Arrangement P

Computed, not measured: a cluster of 2 separate species, CHNO3S in total, with the ωB97M-V functional and the def2-TZVPD basis.

Each atom is followed by the atoms it is bonded to, with distances in Å.
Element x y z (Å)
1 C -1.4355 1.4223 0.2469  N2 1.155, H7 1.014
2 N -0.6976 2.0647 -0.3678  C1 1.155
3 O 1.7116 -0.8134 -1.3875  S6 1.400
4 O 1.5663 -0.7923 1.0698  S6 1.404
5 O -0.2928 -1.6234 -0.2978  S6 1.432
6 S 1.0275 -1.0778 -0.1952  O3 1.400, O4 1.404, O5 1.432
7 H -1.8795 0.8199 0.9316  C1 1.014

Properties
Orbital gap: 11.81 eV
SMILES string: O=S(=O)=O.C#N
Total charge: 0
LUMO level: -0.65 eV

Arrangement Q

Computed, not measured: a cluster of 2 separate species, CHNO3S in total, with the ωB97M-V functional and the def2-TZVPD basis.

Each atom is followed by the atoms it is bonded to, with distances in Å.
Element x y z (Å)
1 C -1.9945 -0.1297 -0.0762  N2 1.182, H7 1.044
2 N -0.9145 -0.4990 -0.3843  C1 1.182, O3 1.196
3 O 0.1211 -0.9475 -0.7793  N2 1.196
4 O 1.2961 1.5706 -0.3124  S6 1.438
5 O 2.2498 -0.0897 1.1298  S6 1.411
6 S 2.0086 0.3265 -0.1970  O4 1.438, O5 1.411
7 H -2.7665 -0.2312 0.6194  C1 1.044

Properties
Orbital gap: 10.68 eV
Total charge: 0
LUMO level: -0.07 eV

Which one sits at the top of the stability order? arrangement P does.

Arrangement P

Computed, not measured: a cluster of 2 separate species, C11H17N4 in total, with the ωB97M-V functional and the def2-TZVPD basis.

Each atom is followed by the atoms it is bonded to, with distances in Å.
Element x y z (Å)
1 C 1.3615 -1.1262 -1.2106  N3 1.447, H11 1.116, H12 1.108, H13 1.066
2 C 1.6514 -1.9340 1.0376  N3 1.333, N4 1.377, N5 1.439
3 N 0.9795 -1.9870 -0.1126  C1 1.447, C2 1.333, H6 0.992
4 N 2.0528 -0.7949 1.6990  C2 1.377, H7 1.014, H8 1.036
5 N 1.7795 -3.0393 1.9503  C2 1.439, H9 1.062, H10 0.964
6 H 0.7649 -2.8608 -0.5308  N3 0.992
7 H 1.5298 0.0729 1.7437  N4 1.014
8 H 2.6247 -1.0605 2.5216  N4 1.036
9 H 1.5885 -4.0386 1.6445  N5 1.062
10 H 2.3405 -3.1786 2.7223  N5 0.964
11 H 0.6305 -1.4717 -1.9801  C1 1.116
12 H 2.4271 -1.2016 -1.5032  C1 1.108
13 H 1.2206 -0.0778 -1.0795  C1 1.066
14 C -0.6763 2.4146 -2.8050  C17 1.562, H29 1.085, H30 1.061, H32 1.130
15 C -0.6643 1.1609 0.7445  C16 1.415, C19 1.373, N23 1.413
16 C -1.2535 1.1201 -0.5409  C15 1.415, C17 1.455, C21 1.351
17 C -0.5548 2.1692 -1.2674  C14 1.562, C16 1.455, C18 1.394
18 C 0.4695 2.6819 -0.4725  C17 1.394, N23 1.407, H26 1.100
19 C -1.0822 0.3554 1.7754  C15 1.373, C20 1.370, H25 1.112
20 C -2.1538 -0.4266 1.4345  C19 1.370, C22 1.420, H27 1.110
21 C -2.1926 0.2207 -0.9072  C16 1.351, C22 1.379, H28 1.125
22 C -2.6654 -0.5718 0.1179  C20 1.420, C21 1.379, H31 1.107
23 N 0.4058 2.0815 0.7987  C15 1.413, C18 1.407, H24 0.946
24 H 0.3289 2.5751 1.6022  N23 0.946
25 H -0.7834 0.3914 2.8461  C19 1.112
26 H 1.1849 3.4503 -0.8023  C18 1.100
27 H -2.5246 -1.2784 2.0425  C20 1.110
28 H -2.8085 0.3304 -1.8425  C21 1.125
29 H -0.4201 1.6777 -3.5592  C14 1.085
30 H -0.3575 3.3638 -3.1559  C14 1.061
31 H -3.3993 -1.3832 -0.0497  C22 1.107
32 H -1.8040 2.3652 -2.8615  C14 1.130

Properties
Orbital gap: 7.83 eV
Total charge: +1
LUMO level: -3.22 eV

Arrangement Q

Computed, not measured: a cluster of 2 separate species, C11H17N4 in total, with the ωB97M-V functional and the def2-TZVPD basis.

Each atom is followed by the atoms it is bonded to, with distances in Å.
Element x y z (Å)
1 C -2.3640 -0.0994 -2.3688  C2 1.442, C3 1.393, H16 1.049
2 C -2.8378 1.2624 -2.3331  C1 1.442, C4 1.422, H17 1.037
3 C -1.2018 -0.5710 -1.7622  C1 1.393, C5 1.378, H18 1.083
4 C -2.1149 2.1976 -1.5417  C2 1.422, C6 1.431, H19 1.075
5 C -0.6196 0.2705 -0.8389  C3 1.378, C6 1.439, C10 1.539
6 C -1.0655 1.6352 -0.7479  C4 1.431, C5 1.439, N12 1.366
7 C 1.8549 -1.5991 -0.7626  N15 1.353, H20 1.096, H21 1.108
8 C 0.9416 2.1106 0.5037  N12 1.462, N14 1.424, H22 1.146, H23 1.106
9 C 0.4075 -2.3311 1.5630  N13 1.373, H24 1.058, H25 1.143
10 C 0.2408 -0.1645 0.3608  C5 1.539, N13 1.393, N14 1.358
11 C 1.0374 0.7642 2.5273  N14 1.459, H26 1.178, H27 1.106, H28 1.122
12 N -0.4176 2.4781 0.1093  C6 1.366, C8 1.462, H29 1.078
13 N -0.2788 -1.3281 0.9247  C9 1.373, C10 1.393, H30 0.995
14 N 0.8492 0.8127 1.0815  C8 1.424, C10 1.358, C11 1.459
15 N 1.8228 -2.6861 0.0421  C7 1.353, H31 1.091, H32 1.071
16 H -2.7892 -0.8744 -2.9335  C1 1.049
17 H -3.7394 1.5011 -2.7854  C2 1.037
18 H -0.8720 -1.5630 -2.0438  C3 1.083
19 H -2.4990 3.1416 -1.2002  C4 1.075
20 H 1.3820 -1.5971 -1.7517  C7 1.096
21 H 2.5511 -0.7439 -0.6560  C7 1.108
22 H 1.7470 2.2203 -0.3040  C8 1.146
23 H 1.1291 2.8652 1.2901  C8 1.106
24 H 1.0112 -2.1143 2.4047  C9 1.058
25 H -0.2007 -3.2977 1.6111  C9 1.143
26 H 2.0485 1.3446 2.6959  C11 1.178
27 H 0.1921 1.2838 3.0160  C11 1.106
28 H 1.2555 -0.2922 2.8368  C11 1.122
29 H -0.6985 3.5092 0.2489  N12 1.078
30 H -0.9292 -1.7613 0.3090  N13 0.995
31 H 1.6152 -3.6896 -0.3312  N15 1.091
32 H 2.5421 -2.6840 0.8361  N15 1.071

Properties
Orbital gap: 7.69 eV
Total charge: +1
LUMO level: -2.77 eV

Which one sits at the top of the stability order? arrangement P does.

Arrangement P

Computed, not measured: the molecule C23H31N3O2, with the ωB97M-V functional and the def2-TZVPD basis.

Each atom is followed by the atoms it is bonded to, with distances in Å.
Element x y z (Å)
1 C 1.0735 0.8844 -2.6374  C2 1.498, H57 1.088, H58 1.091, H59 1.087
2 C 0.1552 1.4482 -1.5964  C1 1.498, C3 1.390, C7 1.390
3 C 0.5462 1.4991 -0.2640  C2 1.390, C4 1.391, H56 1.080
4 C -0.3193 1.9688 0.7183  C3 1.391, C5 1.392, C11 1.497
5 C -1.5788 2.4323 0.3493  C4 1.392, C6 1.382, H10 1.079
6 C -1.9694 2.3999 -0.9760  C5 1.382, C7 1.384, H9 1.079
7 C -1.1134 1.8985 -1.9413  C2 1.390, C6 1.384, H8 1.080
8 H -1.4282 1.8621 -2.9738  C7 1.080
9 H -2.9432 2.7669 -1.2619  C6 1.079
10 H -2.2300 2.8199 1.1180  C5 1.079
11 C 0.0403 2.0174 2.1709  C4 1.497, O12 1.219, N13 1.348
12 O -0.4644 2.8224 2.9345  C11 1.219
13 N 0.9184 1.0763 2.5698  C11 1.348, H14 1.016, C15 1.443
14 H 1.3622 0.4225 1.9314  N13 1.016
15 C 1.3797 0.9593 3.9322  N13 1.443, H16 1.094, H17 1.099, C18 1.527
16 H 1.1612 1.9030 4.4396  C15 1.094
17 H 0.8248 0.1611 4.4440  C15 1.099
18 C 2.8740 0.6461 3.9739  C15 1.527, H19 1.091, H20 1.090, C21 1.533
19 H 3.1971 0.6235 5.0157  C18 1.091
20 H 3.4248 1.4422 3.4728  C18 1.090
21 C 3.2021 -0.7124 3.3441  C18 1.533, N22 1.459, H54 1.103, H55 1.093
22 N 2.9170 -0.7547 1.9141  C21 1.459, C23 1.452, C27 1.461
23 C 3.9301 -0.0523 1.1477  N22 1.452, H24 1.089, H25 1.089, H26 1.100
24 H 3.9349 1.0032 1.4142  C23 1.089
25 H 3.7090 -0.1380 0.0853  C23 1.089
26 H 4.9373 -0.4601 1.3219  C23 1.100
27 C 2.7009 -2.0983 1.3818  N22 1.461, C28 1.531, H52 1.100, H53 1.092
28 C 1.6382 -2.0708 0.2803  C27 1.531, H29 1.089, C30 1.536, H51 1.091
29 H 1.7365 -2.9465 -0.3604  C28 1.089
30 C 0.2175 -2.0418 0.8629  C28 1.536, N31 1.447, H49 1.094, H50 1.090
31 N -0.7528 -1.5033 -0.0654  C30 1.447, C32 1.356, H48 1.008
32 C -1.0698 -2.1490 -1.2147  N31 1.356, O33 1.216, C34 1.492
33 O -0.6130 -3.2376 -1.5069  C32 1.216
34 C -2.0333 -1.4127 -2.0847  C32 1.492, C35 1.390, C39 1.390
35 C -3.0949 -0.6913 -1.5513  C34 1.390, C36 1.387, H47 1.081
36 C -3.9958 -0.0367 -2.3788  C35 1.387, C37 1.390, C43 1.498
37 C -3.8068 -0.0972 -3.7550  C36 1.390, C38 1.384, H42 1.081
38 C -2.7551 -0.8168 -4.2941  C37 1.384, C39 1.382, H41 1.080
39 C -1.8751 -1.4854 -3.4636  C34 1.390, C38 1.382, H40 1.079
40 H -1.0605 -2.0674 -3.8673  C39 1.079
41 H -2.6259 -0.8611 -5.3656  C38 1.080
42 H -4.4971 0.4175 -4.4083  C37 1.081
43 C -5.1655 0.7026 -1.8039  C36 1.498, H44 1.090, H45 1.088, H46 1.087
44 H -6.0527 0.0690 -1.8303  C43 1.090
45 H -5.3804 1.5989 -2.3821  C43 1.088
46 H -4.9802 0.9813 -0.7695  C43 1.087
47 H -3.2404 -0.6593 -0.4805  C35 1.081
48 H -1.0127 -0.5350 0.0348  N31 1.008
49 H -0.0853 -3.0628 1.1133  C30 1.094
50 H 0.1872 -1.4304 1.7653  C30 1.090
51 H 1.7814 -1.1879 -0.3438  C28 1.091
52 H 3.6375 -2.5192 0.9882  C27 1.100
53 H 2.3576 -2.7570 2.1821  C27 1.092
54 H 4.2592 -0.9568 3.5452  C21 1.103
55 H 2.5857 -1.4695 3.8353  C21 1.093
56 H 1.5476 1.1925 -0.0006  C3 1.080
57 H 2.1156 1.0626 -2.3799  C1 1.088
58 H 0.9202 -0.1930 -2.7182  C1 1.091
59 H 0.8710 1.3228 -3.6114  C1 1.087

Properties
Orbital gap: 9.78 eV
SMILES string: Cc1cccc(C(=O)NCCCN(C)CCCNC(=O)c2cccc(C)c2)c1
Total charge: 0
LUMO level: 0.69 eV

Arrangement Q

Computed, not measured: the molecule C23H31N3O2, with the ωB97M-V functional and the def2-TZVPD basis.

Each atom is followed by the atoms it is bonded to, with distances in Å.
Element x y z (Å)
1 C 0.6936 -2.7969 2.6066  H2 1.088, H3 1.087, H4 1.086, C5 1.533
2 H 0.0815 -3.6899 2.7118  C1 1.088
3 H 1.7387 -3.0917 2.6565  C1 1.087
4 H 0.4854 -2.1290 3.4378  C1 1.086
5 C 0.4298 -2.0968 1.2683  C1 1.533, N6 1.455, H58 1.095, H59 1.093
6 N -0.9478 -1.7236 0.9845  C5 1.455, C7 1.457, C14 1.455
7 C -1.5036 -0.8396 2.0005  N6 1.457, C8 1.528, H12 1.092, H13 1.102
8 C -2.7353 -0.0832 1.5051  C7 1.528, H9 1.087, H10 1.086, H11 1.088
9 H -2.8890 0.8037 2.1147  C8 1.087
10 H -2.5988 0.2280 0.4741  C8 1.086
11 H -3.6357 -0.6904 1.5637  C8 1.088
12 H -0.7236 -0.1169 2.2489  C7 1.092
13 H -1.7660 -1.3819 2.9238  C7 1.102
14 C -1.8088 -2.8521 0.6664  N6 1.455, C15 1.533, H56 1.090, H57 1.102
15 C -1.6461 -3.3542 -0.7733  C14 1.533, C16 1.532, H54 1.092, H55 1.092
16 C -1.8266 -2.2496 -1.8190  C15 1.532, C17 1.527, H52 1.091, H53 1.092
17 C -0.5042 -1.5629 -2.1529  C16 1.527, C18 1.530, H50 1.090, H51 1.093
18 C -0.6907 -0.3560 -3.0748  C17 1.530, C19 1.520, H48 1.094, H49 1.091
19 C -1.4442 0.7995 -2.4358  C18 1.520, O20 1.210, N21 1.367
20 O -2.4432 1.2814 -2.9182  C19 1.210
21 N -0.8245 1.2584 -1.3066  C19 1.367, C22 1.397, H47 1.011
22 C -1.1994 2.2902 -0.4425  N21 1.397, C23 1.392, C27 1.405
23 C -2.3732 3.0179 -0.6208  C22 1.392, C24 1.382, H46 1.077
24 C -2.7358 3.9931 0.2890  C23 1.382, C25 1.385, H45 1.079
25 C -1.9506 4.2499 1.4009  C24 1.385, C26 1.382, H44 1.079
26 C -0.7812 3.5368 1.5844  C25 1.382, C27 1.389, H43 1.080
27 C -0.3802 2.5788 0.6614  C22 1.405, C26 1.389, C28 1.494
28 C 0.9093 1.8711 0.9214  C27 1.494, O29 1.212, N30 1.371
29 O 1.1773 1.3656 1.9903  C28 1.212
30 N 1.7434 1.8719 -0.1668  C28 1.371, C31 1.400, H42 1.012
31 C 3.0132 1.2990 -0.3103  N30 1.400, C32 1.394, C36 1.391
32 C 3.6730 1.4927 -1.5227  C31 1.394, C33 1.381, H41 1.082
33 C 4.9191 0.9363 -1.7348  C32 1.381, C34 1.385, H40 1.080
34 C 5.5203 0.1781 -0.7436  C33 1.385, C35 1.384, H39 1.079
35 C 4.8651 -0.0156 0.4601  C34 1.384, C36 1.383, H38 1.080
36 C 3.6176 0.5379 0.6850  C31 1.391, C35 1.383, H37 1.077
37 H 3.1164 0.3914 1.6267  C36 1.077
38 H 5.3283 -0.6036 1.2382  C35 1.080
39 H 6.4944 -0.2562 -0.9098  C34 1.079
40 H 5.4216 1.0959 -2.6773  C33 1.080
41 H 3.2048 2.0855 -2.2973  C32 1.082
42 H 1.4465 2.4289 -0.9578  N30 1.012
43 H -0.1519 3.7174 2.4430  C26 1.080
44 H -2.2465 4.9987 2.1192  C25 1.079
45 H -3.6493 4.5467 0.1326  C24 1.079
46 H -2.9985 2.8030 -1.4709  C23 1.077
47 H -0.0492 0.6974 -0.9796  N21 1.011
48 H 0.2880 0.0169 -3.3911  C18 1.094
49 H -1.2457 -0.6513 -3.9667  C18 1.091
50 H -0.0260 -1.2669 -1.2196  C17 1.090
51 H 0.1555 -2.2788 -2.6499  C17 1.093
52 H -2.5349 -1.5102 -1.4427  C16 1.091
53 H -2.2459 -2.6731 -2.7344  C16 1.092
54 H -0.6685 -3.8216 -0.9058  C15 1.092
55 H -2.3986 -4.1306 -0.9265  C15 1.092
56 H -2.8415 -2.5236 0.7841  C14 1.090
57 H -1.6553 -3.6996 1.3546  C14 1.102
58 H 1.0268 -1.1797 1.2401  C5 1.095
59 H 0.7706 -2.7465 0.4581  C5 1.093

Properties
Orbital gap: 8.82 eV
SMILES string: CCN(CC)CCCCCC(=O)Nc1ccccc1C(=O)Nc1ccccc1
Total charge: 0
LUMO level: 0.58 eV

Which one sits at the top of the stability order? arrangement P does.

Arrangement P

Computed, not measured: the molecule CH3Cl2NOS, with the ωB97M-V functional and the def2-TZVPD basis.

Each atom is followed by the atoms it is bonded to, with distances in Å.
Element x y z (Å)
1 C -1.0869 -0.4656 0.4974  S4 1.877, Cl5 1.832, H7 1.181, H8 1.027
2 N 1.3183 -0.2142 -0.8786  S4 1.984, Cl6 1.715, H9 1.003
3 O 0.1892 1.9351 0.4394  S4 1.434
4 S -0.2586 0.9167 -0.4659  C1 1.877, N2 1.984, O3 1.434
5 Cl -2.8786 -0.3445 0.1373  C1 1.832
6 Cl 2.3774 -0.2357 0.4698  N2 1.715
7 H -0.6229 -1.3614 -0.1170  C1 1.181
8 H -0.9815 -0.3388 1.5107  C1 1.027
9 H 1.9437 0.1084 -1.5931  N2 1.003

Properties
Orbital gap: 9.67 eV
Total charge: 0
LUMO level: 0.03 eV

Arrangement Q

Computed, not measured: a cluster of 2 separate species, CH3Cl2NOS in total, with the ωB97M-V functional and the def2-TZVPD basis.

Each atom is followed by the atoms it is bonded to, with distances in Å.
Element x y z (Å)
1 C -0.4809 -0.5919 1.1766  S4 1.903, Cl5 1.769, H7 1.135, H8 1.035
2 N 0.2329 1.5504 -1.1640  Cl6 1.672, H9 1.092
3 O 0.9601 -1.8238 -0.7692  S4 1.517
4 S 1.0805 -0.5793 0.0895  C1 1.903, O3 1.517
5 Cl -0.5264 0.6620 2.4244  C1 1.769
6 Cl -0.6021 0.8160 -2.4120  N2 1.672
7 H -1.3875 -0.5926 0.4940  C1 1.135
8 H -0.4127 -1.5046 1.6607  C1 1.035
9 H 1.1361 2.0638 -1.4999  N2 1.092

Properties
Orbital gap (spin up / spin down): 7.90 / 8.83 eV
Total charge: 0
LUMO level (spin up / spin down): -1.13 / -1.11 eV

Which one sits at the top of the stability order? arrangement P does.